DFT (the ωB97M-V functional and the def2-TZVPD basis) results for the molecule C6H12N2O at a distorted geometry.

The SMILES is C=C(C)N(NC)C(C)=O. The value obtained for the energy is -11440.2354 eV. Its LUMO energy is 0.68 eV. As for the energy above the lowest of the compared OMol25 structures with the same formula, charge and spin: 102.3 kcal per mole.

Atoms and positions in Å:
O (-2.69669, 0.84580, -0.00198)
N (-0.47310, 0.40636, 0.25672)
N (-0.24480, 1.77578, 0.58945)
C (0.58335, 2.29729, -0.55548)
C (-2.04278, -1.46352, 0.09285)
C (1.14369, -1.16568, -1.04089)
C (1.45911, -0.60439, 1.27644)
C (0.75844, -0.45088, 0.20777)
C (-1.85064, 0.01359, 0.15681)
H (2.11778, -1.79838, -0.96207)
H (1.60105, 1.94039, -0.53848)
H (0.03411, 2.15506, -1.43229)
H (-3.25766, -1.58158, 0.23389)
H (0.55360, 3.39114, -0.38152)
H (-1.44444, -1.81875, 1.20786)
H (0.25892, 1.67338, 1.44800)
H (0.19577, -1.85097, -1.14320)
H (1.33863, -0.08240, 2.25595)
H (1.15813, -0.53448, -1.98027)
H (-1.49286, -1.85667, -1.01615)
H (2.30039, -1.29109, 1.32659)


DFT (the ωB97M-V functional and the def2-TZVPD basis) results for a structure of composition C3H10NOSi at a distorted geometry.

The value obtained for the energy is -14687.0497 eV. Its LUMO energy is 4.37 eV. As for the energy above the lowest of the compared OMol25 structures with the same formula, charge and spin: 55.3 kcal per mole. Its net charge is -1.

Atoms and positions in Å:
Si (-0.34637, 0.68202, -0.55561)
O (1.03337, 1.53006, -0.83091)
N (1.22340, 0.58436, 0.68593)
C (-1.66483, 0.93708, 0.86692)
C (2.25988, -0.33279, 0.45522)
C (-0.67320, -1.22756, -0.83520)
H (-2.67112, 0.56770, 0.54241)
H (3.13152, 0.13145, 0.02835)
H (-0.96490, -1.60929, 0.19024)
H (2.32861, -0.94268, 1.35209)
H (0.27980, -1.67826, -1.14556)
H (-1.49552, -1.44889, -1.49025)
H (-1.34032, 1.25112, -1.77395)
H (2.01979, -1.10588, -0.36349)
H (-1.26305, 0.56634, 1.86360)
H (-1.85705, 2.09522, 1.01022)


> Which value of energy above the lowest of the compared OMol25 structures with the same formula, charge and spin does entry 1 give?

102.3 kcal per mole